[1]
11
Properties=species:S:1:pos:R:3:forces:R:3:lowdin_charge:R:1 method="wB97M-V/def2-TZVPD" smiles="CNC(=[NH2+])F" homo_energy_ev=-16.3438 spin_multiplicity=1 orbital_gap_ev=12.74 charge=+1 e_above_lowest_ev=0.406 e_lumo_ha=-0.1323
C -1.35994 0.60414 -0.07209 -0.68 -0.31 0.05 0.00
N 0.06441 0.80205 0.10311 0.25 0.22 0.10 0.09
C 0.98205 -0.10622 0.08409 3.94 2.40 -0.46 -0.29
N 0.94163 -1.39940 0.00226 -0.21 -0.31 0.10 0.28
F 2.29773 0.48051 0.06230 -3.63 -2.07 0.27 0.09
H -1.78961 1.53694 -0.42547 0.04 -0.03 -0.04 0.11
H -1.54661 -0.16768 -0.81840 0.02 0.03 -0.01 0.10
H -1.84454 0.33457 0.86567 0.06 -0.01 0.02 0.11
H 0.39570 1.75622 0.21412 0.13 -0.21 -0.03 0.19
H 0.06200 -1.90099 0.05140 0.12 0.09 0.01 0.16
H 1.79716 -1.94015 -0.06699 -0.05 0.21 0.00 0.17


[2]
28
Properties=species:S:1:pos:R:3:forces:R:3:lowdin_charge:R:1 method="wB97M-V/def2-TZVPD" smiles="CC(=O)c1ccc(/N=C2/C(=O)NN=C2C)cc1" homo_energy_ev=-9.3889 spin_multiplicity=1 orbital_gap_ev=7.74 e_above_lowest_ev=2.636 e_lumo_ha=-0.0605
C 0.00183 4.71276 0.40533 1.43 -0.78 -1.80 -0.03
C -0.97471 3.53689 0.23167 0.70 1.85 3.09 -0.39
O -2.07181 3.80867 0.69987 -0.09 -1.58 -1.38 0.07
C -0.45576 2.19630 -0.17835 -1.02 -2.29 -0.70 -0.14
C 0.81972 1.68458 0.20932 -0.80 0.48 -0.66 0.00
C 1.26867 0.40119 -0.18250 0.00 1.77 -0.37 -0.05
C 0.43709 -0.34255 -0.98112 -2.06 -0.07 -0.52 -0.32
N 0.80175 -1.61530 -1.45009 0.25 -3.29 1.78 0.22
C 0.61372 -2.67292 -0.67756 1.06 2.59 -2.38 -0.11
C 0.79216 -4.11189 -1.11109 -2.19 -2.75 -3.45 -0.33
O 0.99602 -4.67692 -2.23861 0.30 2.45 3.99 0.03
N 0.10852 -4.77167 -0.09975 0.10 -0.42 0.50 0.03
N -0.39579 -3.98521 0.99700 2.56 2.25 -3.06 0.16
C -0.00321 -2.75383 0.63617 -1.53 -1.58 1.88 -0.27
C -0.12333 -1.63115 1.59547 0.48 -0.08 0.72 -0.03
C -0.86571 0.07399 -1.38260 1.03 3.37 2.74 0.03
C -1.38013 1.35190 -0.90925 5.05 -1.86 0.36 0.05
H 0.20352 5.03383 1.41376 -0.36 -0.44 0.66 0.07
H 1.01287 4.46261 -0.03895 -1.12 0.75 0.10 0.09
H -0.51322 5.56183 -0.05513 0.51 -0.07 -0.27 0.09
H 1.41691 2.36786 0.80713 0.28 -0.36 -0.09 0.11
H 2.28216 0.02425 -0.05950 -0.19 0.29 0.54 0.13
H -0.11198 -5.76603 -0.14816 0.10 0.65 0.10 0.15
H 0.81942 -1.09331 1.64812 0.32 -0.23 0.02 0.07
H -0.21663 -2.13308 2.57692 -0.75 0.79 -0.30 0.10
H -0.79867 -0.80763 1.30691 -0.35 -0.78 0.44 0.09
H -1.37969 -0.65270 -1.90212 -1.51 -0.99 -1.27 0.08
H -2.28370 1.79754 -1.11287 -2.19 0.34 -0.67 0.08


[3]
15
Properties=species:S:1:pos:R:3:forces:R:3:lowdin_charge:R:1 method="wB97M-V/def2-TZVPD" smiles="C[C@H]1N[C@H](C=O)C1=S" homo_energy_ev=-9.0549 spin_multiplicity=1 orbital_gap_ev=8.37 e_above_lowest_ev=6.348 e_lumo_ha=-0.0250
C 2.00808 0.73952 -0.20802 0.73 0.62 0.67 -0.13
C 0.65158 0.23685 -0.68220 -0.33 -1.93 3.41 -0.30
N 0.35029 -0.82414 0.57539 1.46 -0.47 -1.79 -0.03
C -0.94600 -0.18971 0.94603 0.63 -1.14 -3.15 -0.31
C -1.92856 -0.99787 -0.00525 -0.93 -1.81 -2.31 -0.14
O -1.52451 -1.57993 -1.12093 -2.98 3.13 6.52 -0.05
C -0.64167 0.93782 -0.08802 1.00 -1.50 0.59 -0.80
S -1.53599 2.20382 -0.25408 -0.61 1.87 -0.74 0.80
H 2.62588 1.41879 -1.17750 -1.92 -1.49 3.71 0.16
H 1.59082 1.06114 0.91002 2.32 0.62 -2.73 0.12
H 2.67051 -0.18062 0.11470 -1.26 1.74 -1.19 0.09
H 0.75602 -0.16024 -1.69687 -1.09 -0.06 0.25 0.13
H 0.28336 -1.80172 0.14054 -0.35 1.84 1.13 0.12
H -1.26759 0.09561 2.02875 0.61 -0.90 -2.09 0.17
H -3.09222 -0.95931 0.51743 2.70 -0.51 -2.27 0.18


[4]
128
Properties=species:S:1:pos:R:3:forces:R:3:lowdin_charge:R:1 method="wB97M-V/def2-TZVPD" homo_energy_ev="-0.1840 / -7.2963" spin_multiplicity=2 orbital_gap_ev="2.06 / 9.11" charge=-1 e_lumo_ha="0.0689 / 0.0666"
C 5.20672 0.33372 0.95127 0.36 -1.15 0.68 0.00
C 4.94441 -1.23094 0.91157 -0.11 1.15 -0.45 -0.45
C 5.05200 -1.97550 2.19727 0.34 1.62 1.99 -0.06
O 3.61712 -1.37719 0.44625 0.18 -0.18 -1.12 -0.13
H 5.45981 0.79504 -0.00331 -0.37 -0.38 -0.23 0.06
H 6.02713 0.62650 1.60649 0.06 -0.21 0.24 0.07
H 4.29302 0.77457 1.34990 0.06 0.17 -0.06 0.08
H 5.64353 -1.72995 0.24052 -0.23 0.17 -0.71 0.12
H 4.55139 -2.93612 2.31855 0.44 -0.17 -0.72 0.08
H 4.55941 -1.34881 2.94072 -0.32 0.06 0.29 0.06
H 6.08690 -1.91891 2.53473 0.17 -0.73 -0.01 0.09
H 2.99824 -1.20759 1.16027 -0.34 -0.15 0.52 0.05
C 0.53446 0.52664 0.91065 -0.48 0.51 -0.81 -0.03
C -0.26303 1.47882 -0.01796 -0.06 -0.98 -0.17 -0.46
C -1.28610 0.73530 -0.89401 0.44 0.39 1.48 -0.05
O -0.94866 2.43073 0.74124 -0.77 0.34 0.26 -0.06
H 0.84532 -0.32722 0.30866 0.72 0.12 0.07 0.06
H -0.03330 0.08401 1.72908 -0.63 0.33 -0.23 0.05
H 1.32064 1.10894 1.39122 0.50 -0.37 -0.25 0.08
H 0.37884 2.04187 -0.69552 0.66 -0.14 -0.08 0.11
H -1.98212 1.48190 -1.27644 0.03 -0.23 -0.47 0.07
H -1.82926 0.09734 -0.19682 -0.31 -0.26 -0.28 0.07
H -0.78913 0.12038 -1.64434 -0.21 0.07 -0.13 0.06
H -0.40951 2.67144 1.49819 0.04 0.20 0.66 0.06
C -1.65696 1.20341 -5.26173 -4.02 0.52 -0.67 -0.86
O -1.77019 1.74904 -6.32278 0.12 1.17 -2.35 0.05
N -2.70617 0.74949 -4.56695 -3.14 -0.07 -0.63 0.16
N -0.60596 0.96895 -4.62278 7.10 -0.19 3.15 0.17
H -2.70062 0.16106 -3.74609 -0.02 -0.33 0.03 0.05
H -3.45534 0.64823 -5.23672 -0.60 -0.18 0.70 0.11
H 0.27566 1.31650 -4.97213 -0.09 -0.44 0.05 0.13
H -0.63848 0.41726 -3.77739 0.57 -0.11 -0.22 0.08
C 1.44622 -3.36338 2.21863 1.75 0.98 -1.54 -0.70
O 1.69459 -2.13796 2.29111 -0.91 -0.80 0.59 -0.02
N 1.81930 -4.14490 1.22175 1.49 0.13 -2.84 0.20
N 0.90813 -4.12934 3.11417 -2.05 -0.33 4.21 0.19
H 2.40397 -3.71776 0.51761 -0.29 -0.27 -0.30 0.09
H 1.41685 -5.06018 1.07896 0.11 0.37 -0.25 0.12
H 0.88960 -5.13280 3.00096 -0.15 0.45 0.28 0.13
H 0.74813 -3.70576 4.01699 -0.41 -0.51 -0.04 0.12
C 2.60391 -3.32553 -1.91487 0.30 -1.56 -0.98 -0.78
O 2.01216 -4.29248 -2.36053 -0.28 -1.50 -0.66 0.00
N 3.91047 -3.28471 -1.63869 2.67 -0.93 0.54 0.17
N 2.06873 -2.17498 -1.72360 -2.43 4.18 1.46 0.18
H 4.27299 -2.47104 -1.16265 0.00 -0.38 -0.21 0.07
H 4.48873 -4.10904 -1.71740 -0.35 0.19 0.05 0.11
H 2.48330 -1.58532 -1.01611 0.15 0.18 -0.29 0.07
H 1.09598 -1.99338 -1.92579 0.18 -0.47 -0.33 0.07
C -2.51831 -1.87180 3.04420 -2.78 2.54 4.23 -0.83
O -3.62249 -1.59614 3.47387 -1.64 1.84 0.86 0.02
N -1.38826 -1.35023 3.46958 2.66 2.21 1.08 0.18
N -2.39396 -2.89472 2.35612 1.59 -5.54 -5.09 0.19
H -1.41756 -0.60087 4.14612 0.08 -0.06 -0.32 0.12
H -0.50301 -1.74383 3.18409 -0.13 0.27 0.13 0.05
H -3.24118 -3.38859 2.11441 0.57 -0.02 -0.42 0.13
H -1.51962 -2.97586 1.85709 -0.59 -1.24 -0.31 0.07
C -3.78548 -2.33517 -2.30665 3.29 1.37 -3.27 -0.93
O -3.16705 -1.33391 -2.51715 2.28 4.63 -0.06 -0.02
N -3.59099 -3.35135 -3.08917 -1.29 -3.63 -0.42 0.16
N -4.60693 -2.44801 -1.36631 -4.96 -1.33 5.24 0.19
H -4.15354 -4.11104 -2.73348 0.63 -1.16 -1.19 0.03
H -2.84487 -3.45706 -3.76165 -0.25 0.07 0.08 0.02
H -4.75368 -1.74486 -0.65629 0.27 -0.01 -0.37 0.12
H -5.08113 -3.33071 -1.23950 -0.10 0.21 0.29 0.08
C 0.31811 4.77462 -2.63709 -2.26 0.57 1.28 -0.72
O 0.25434 5.86452 -2.06185 0.14 -1.04 -0.93 0.03
N -0.65914 3.84700 -2.68643 -1.76 0.40 1.00 0.17
N 1.35183 4.27833 -3.27017 4.87 0.68 -2.29 0.14
H -0.50999 2.97195 -3.16824 -0.69 0.25 0.09 0.07
H -1.53951 4.18628 -2.32597 -0.07 -0.79 -0.08 0.11
H 1.98088 4.98414 -3.62545 0.31 -0.04 0.45 0.12
H 1.42270 3.45451 -3.85016 -0.90 0.12 0.34 0.09
C -1.14834 -4.50040 -0.54638 0.84 0.52 0.43 -0.79
O -1.32368 -4.82648 0.59819 -0.08 -1.48 2.64 -0.01
N -1.00355 -5.27878 -1.58489 -0.31 -2.07 -1.84 0.18
N -0.93338 -3.23018 -0.86729 -0.05 2.58 -0.65 0.19
H -0.85237 -6.27268 -1.48789 -0.39 0.36 -0.17 0.11
H -0.91289 -4.79626 -2.46753 0.40 -0.71 -0.24 0.05
H -0.80085 -2.55634 -0.12670 -0.55 0.01 -0.43 0.10
H -1.24866 -2.96313 -1.78891 0.31 0.80 0.16 0.07
C 2.30480 0.41625 4.83722 -0.91 0.94 0.90 -0.75
O 2.70957 1.37691 5.46900 1.43 0.26 0.54 0.02
N 2.74490 -0.84219 4.87173 3.08 -1.59 1.61 0.15
N 1.24969 0.46446 4.09406 -3.02 -0.01 -2.51 0.19
H 2.11727 -1.62991 4.79635 0.32 0.33 -0.07 0.09
H 3.50699 -0.86461 5.53417 -0.08 -0.91 0.10 0.11
H 1.04781 -0.39018 3.59514 -0.06 0.50 -0.43 0.05
H 0.87642 1.34246 3.76257 -0.45 0.29 0.17 0.06
C 4.64685 2.83850 -1.81634 1.21 2.81 1.57 -0.75
O 5.10206 3.67029 -1.04102 -1.38 0.03 1.50 0.02
N 5.54149 2.29468 -2.60910 2.13 -2.83 -3.59 0.13
N 3.39089 2.47843 -2.08876 -1.13 -0.81 -0.42 0.17
H 6.54315 2.36779 -2.50216 -0.57 0.59 0.41 0.12
H 5.26279 1.86387 -3.47906 0.11 -0.24 0.25 0.10
H 3.32233 1.96074 -2.95328 -0.63 -0.16 0.52 0.09
H 2.55474 2.68220 -1.56014 0.53 0.37 -0.11 0.10
C -5.18095 1.35510 2.02732 -2.13 -0.87 -5.06 -0.87
O -4.85010 1.91551 2.96333 2.57 2.90 7.22 0.13
N -4.59617 1.43168 0.86519 3.83 0.80 -3.51 0.16
N -6.34562 0.80235 1.79560 -4.41 -2.39 1.77 0.15
H -5.00770 1.03675 0.03166 0.79 0.19 0.16 0.10
H -3.73945 1.96618 0.88624 0.07 -0.38 -0.67 0.08
H -6.72082 0.63253 0.87338 0.02 -0.20 0.71 0.10
H -6.82301 0.57067 2.65497 -0.64 -0.19 -0.60 0.11
C -2.97501 5.57008 1.48397 4.49 -1.85 1.51 -0.78
O -1.95129 5.88182 2.07095 1.34 1.28 0.89 0.01
N -3.05039 4.39397 0.95324 -1.17 -3.83 -2.29 0.20
N -3.98343 6.32202 1.37540 -5.79 4.40 -0.33 0.18
H -3.85017 4.09526 0.41358 0.04 0.24 0.15 0.10
H -2.29470 3.72391 0.95948 0.35 0.30 0.18 0.07
H -3.99459 7.21895 1.83960 0.36 -0.30 -0.02 0.13
H -4.90960 5.94144 1.24326 0.28 -0.06 -0.18 0.12
C 0.14222 3.78849 4.31500 -0.70 2.64 0.64 -0.79
O -0.09681 2.86408 3.62758 -1.54 -4.07 -4.30 0.06
N -0.25393 5.03594 4.14071 -0.71 1.67 -1.27 0.18
N 0.75584 3.66327 5.42140 3.25 -0.45 5.57 0.18
H 0.18538 5.75393 4.69890 -0.64 0.07 -0.58 0.11
H -0.87027 5.18812 3.35518 0.02 0.91 -0.33 0.06
H 0.98128 2.77848 5.85315 0.43 0.16 -0.48 0.10
H 1.00977 4.51833 5.89521 0.02 -0.68 0.36 0.11
C -0.40239 -2.39157 -4.34817 -1.88 -1.70 -1.14 -0.91
O 0.29241 -1.69555 -3.71750 3.62 5.45 3.29 0.04
N -0.18282 -3.65505 -4.30793 1.04 -4.73 0.22 0.16
N -1.46790 -2.04530 -4.98603 -2.48 2.12 -2.11 0.19
H -0.67529 -4.30352 -4.90547 0.25 -0.32 -0.06 0.03
H 0.68374 -3.84425 -3.82483 0.20 -0.99 0.05 0.08
H -1.98612 -2.73598 -5.50995 -0.17 0.28 -0.40 0.04
H -1.55390 -1.05018 -5.13583 -0.65 -0.55 -0.28 0.07


[5]
15
Properties=species:S:1:pos:R:3:forces:R:3:lowdin_charge:R:1 method="wB97M-V/def2-TZVPD" homo_energy_ev="-2.5578 / -4.7821" spin_multiplicity=3 orbital_gap_ev="6.46 / 7.54" charge=-1 e_above_lowest_ev=0.000 e_lumo_ha="0.1434 / 0.1014"
C -0.73337 -0.52112 -2.08984 -0.59 -1.41 -1.25 -0.13
C -0.25742 -1.56368 -1.22396 -1.15 -1.96 -2.45 -0.13
C -0.50861 0.60076 -1.42194 1.11 4.90 1.56 -0.13
C 0.25713 -1.01403 -0.12301 1.31 -1.68 2.67 -0.14
C 0.03498 0.31699 2.24192 -1.54 -0.70 -0.69 -0.73
C 0.33371 1.09721 0.98951 -0.17 -1.57 -1.09 -0.30
N 0.08755 0.33776 -0.19362 0.31 0.23 0.34 -0.03
O -1.15345 -0.11731 2.10479 1.08 0.19 1.48 -0.04
O 0.92876 0.16492 3.07381 -0.08 -0.14 0.68 -0.04
F -0.07964 2.34453 1.01477 -0.46 1.47 -0.76 0.07
H -1.20516 -0.58347 -3.09079 0.53 -0.12 0.91 0.09
H -0.42528 -2.62500 -1.48351 0.54 0.70 0.52 0.09
H -0.48242 1.70957 -1.64517 -0.70 -1.61 -0.18 0.13
H 0.72058 -1.57968 0.78419 -1.08 1.56 -1.79 0.17
H 2.48263 1.43254 1.06285 0.91 0.15 0.04 0.12


[6]
10
Properties=species:S:1:pos:R:3:forces:R:3:lowdin_charge:R:1 method="wB97M-V/def2-TZVPD" homo_energy_ev=-9.6118 spin_multiplicity=1 orbital_gap_ev=7.55 e_above_lowest_ev=0.000 e_lumo_ha=-0.0758
C 0.09877 2.49686 0.68181 1.10 0.81 2.24 -0.36
C 1.90827 -1.92006 -0.81777 3.46 -0.94 -0.55 -0.40
C -0.59033 2.12346 -0.39672 -2.10 -2.17 -2.49 -0.41
C 0.80670 -1.15725 -0.53847 -1.61 -0.20 0.63 -0.45
N 0.64115 2.97243 1.59816 -0.19 -0.38 -0.47 0.19
N 2.98849 -2.34158 -1.04111 -2.34 0.55 0.39 0.16
N -1.52478 -0.41059 0.41592 -0.12 -1.30 0.17 -0.64
S -1.44648 0.83664 -0.86300 0.86 0.92 1.29 0.92
S -0.40944 -1.79635 0.29867 -0.18 1.85 -0.60 0.96
H -2.47236 -0.80356 0.66253 1.13 0.85 -0.62 0.04